{
  "formula": "C74H196N16O21",
  "method": "the ωB97M-V functional and the def2-TZVPD basis",
  "symbols": ["C", "O", "C", "C", "N", "C", "C", "O", "C", "H", "H", "H", "H", "H", "H", "H", "H", "H", "H", "H", "H", "H", "H", "H", "C", "O", "C", "C", "N", "C", "C", "O", "C", "H", "H", "H", "H", "H", "H", "H", "H", "H", "H", "H", "H", "H", "H", "H", "C", "O", "C", "C", "N", "C", "C", "O", "C", "H", "H", "H", "H", "H", "H", "H", "H", "H", "H", "H", "H", "H", "H", "H", "C", "O", "C", "C", "N", "C", "C", "O", "C", "H", "H", "H", "H", "H", "H", "H", "H", "H", "H", "H", "H", "H", "H", "H", "C", "O", "C", "C", "N", "C", "C", "O", "C", "H", "H", "H", "H", "H", "H", "H", "H", "H", "H", "H", "H", "H", "H", "H", "C", "C", "C", "O", "C", "N", "H", "H", "H", "H", "H", "H", "H", "H", "H", "H", "H", "C", "C", "C", "O", "C", "N", "H", "H", "H", "H", "H", "H", "H", "H", "H", "H", "H", "C", "C", "C", "O", "C", "N", "H", "H", "H", "H", "H", "H", "H", "H", "H", "H", "H", "C", "C", "C", "O", "C", "N", "H", "H", "H", "H", "H", "H", "H", "H", "H", "H", "H", "C", "C", "C", "O", "C", "N", "H", "H", "H", "H", "H", "H", "H", "H", "H", "H", "H", "C", "C", "C", "O", "C", "N", "H", "H", "H", "H", "H", "H", "H", "H", "H", "H", "H", "C", "C", "C", "O", "C", "N", "H", "H", "H", "H", "H", "H", "H", "H", "H", "H", "H", "C", "C", "C", "O", "C", "N", "H", "H", "H", "H", "H", "H", "H", "H", "H", "H", "H", "C", "C", "C", "O", "C", "N", "H", "H", "H", "H", "H", "H", "H", "H", "H", "H", "H", "C", "C", "C", "O", "C", "N", "H", "H", "H", "H", "H", "H", "H", "H", "H", "H", "H", "C", "C", "C", "O", "C", "N", "H", "H", "H", "H", "H", "H", "H", "H", "H", "H", "H"],
  "xyz": [[-0.0413, 5.0751, 0.2748], [-0.4188, 5.7855, -0.9147], [-0.4496, 4.9351, -2.0657], [-1.6229, 3.9122, -1.9750], [-2.7510, 4.3957, -2.7950], [-2.6413, 3.9393, -4.1580], [-3.8308, 4.2383, -5.0999], [-3.8177, 5.6745, -5.4458], [-4.4026, 6.5745, -4.5344], [0.9073, 4.5419, 0.2118], [-0.7798, 4.3453, 0.6067], [0.0650, 5.7132, 1.1521], [0.4786, 4.3657, -2.1138], [-0.4722, 5.5176, -2.9867], [-1.9152, 3.6639, -0.9546], [-1.2996, 2.9335, -2.3297], [-2.8931, 5.3956, -2.7914], [-2.4556, 2.8691, -4.0668], [-1.6816, 4.2581, -4.5647], [-4.7856, 3.9787, -4.6427], [-3.7493, 3.6138, -5.9895], [-4.9656, 7.2730, -5.1535], [-3.6142, 7.1671, -4.0703], [-4.9335, 6.0670, -3.7290], [1.3200, 4.2821, -5.4390], [0.8548, 2.9806, -5.4613], [1.7594, 1.9761, -4.9053], [1.0727, 0.6325, -4.8641], [-0.1403, 0.5885, -4.0164], [-0.8537, -0.7200, -4.1276], [-2.2332, -0.5721, -3.3968], [-3.0473, 0.4238, -4.0471], [-4.3925, 0.6059, -3.5839], [0.7385, 4.8252, -4.6941], [1.2273, 4.6942, -6.4439], [2.3788, 4.3633, -5.1932], [2.1017, 2.3311, -3.9333], [2.6105, 2.0085, -5.5856], [1.7714, -0.1324, -4.5254], [0.8389, 0.3312, -5.8852], [-0.7743, 1.3146, -4.3178], [-0.3894, -1.5144, -3.5433], [-0.8984, -1.1958, -5.1073], [-1.9813, -0.2082, -2.4006], [-2.6827, -1.5561, -3.2636], [-5.0344, 0.9646, -4.3886], [-4.5529, 1.2424, -2.7137], [-4.8365, -0.3078, -3.1887], [1.7509, -4.7809, 4.4424], [2.3047, -3.7550, 5.3445], [1.6290, -2.4778, 5.2610], [0.3297, -2.3875, 6.0914], [-0.2196, -1.0273, 6.1299], [-1.1160, -0.7684, 7.2353], [-1.2811, 0.7521, 7.4476], [-0.0192, 1.2389, 7.8392], [-0.0015, 2.5918, 8.2544], [2.4007, -5.6556, 4.4143], [1.6447, -4.5060, 3.3930], [0.7453, -5.0932, 4.7241], [1.4571, -2.2482, 4.2094], [2.1954, -1.6672, 5.7195], [0.4765, -2.8350, 7.0744], [-0.4860, -2.9830, 5.6815], [0.5044, -0.3241, 6.1689], [-0.6458, -1.1367, 8.1471], [-2.0609, -1.2936, 7.0962], [-1.9811, 0.9137, 8.2673], [-1.6124, 1.2527, 6.5378], [0.9202, 2.8120, 8.7930], [-0.7465, 2.7288, 9.0382], [-0.0213, 3.3305, 7.4531], [-0.8644, -4.4246, 0.7688], [-0.2380, -5.2975, -0.1736], [-1.0119, -6.4829, -0.4142], [-1.3002, -7.3294, 0.8622], [-0.1826, -8.1101, 1.4298], [1.0425, -7.2490, 1.6052], [2.1362, -7.9736, 2.3718], [3.3258, -7.1910, 2.2705], [4.4879, -7.8650, 2.7670], [-0.2179, -3.5583, 0.9090], [-1.0103, -4.8771, 1.7497], [-1.8561, -4.0906, 0.4636], [-0.5408, -7.0944, -1.1838], [-1.9747, -6.1588, -0.8093], [-2.0487, -8.0880, 0.6335], [-1.7911, -6.6625, 1.5711], [-0.5635, -8.5377, 2.2618], [0.7654, -6.2879, 2.0384], [1.4218, -6.9238, 0.6365], [2.2491, -8.9301, 1.8615], [1.8440, -8.1705, 3.4033], [4.3145, -8.1133, 3.8141], [5.2913, -7.1476, 2.5999], [4.7558, -8.6867, 2.1029], [-2.0549, 4.6030, 3.9114], [-2.9606, 5.5659, 4.2584], [-2.4487, 6.8647, 4.1481], [-3.4000, 8.0546, 4.0824], [-3.8448, 8.2110, 5.4311], [-5.1294, 8.9141, 5.6234], [-5.9362, 8.3751, 6.8355], [-5.9827, 6.9867, 6.7603], [-6.2288, 6.3418, 8.0309], [-1.4221, 4.7961, 3.0451], [-2.6781, 3.7225, 3.7548], [-1.3439, 4.4716, 4.7270], [-1.8675, 6.8446, 3.2262], [-1.7293, 7.0929, 4.9346], [-4.1995, 7.8336, 3.3753], [-3.0269, 9.0269, 3.7606], [-4.0443, 7.2900, 5.7944], [-5.8295, 8.8205, 4.7932], [-4.8913, 9.9723, 5.7311], [-6.9745, 8.7065, 6.8509], [-5.5985, 8.7809, 7.7892], [-6.4570, 5.2794, 7.9450], [-7.2050, 6.6727, 8.3855], [-5.4356, 6.5516, 8.7484], [-0.5138, 0.9125, 0.4786], [0.8428, 0.5850, -0.2169], [0.9406, -0.9677, -0.5569], [2.2398, -1.2782, -0.9874], [2.3654, -2.7143, -1.0981], [1.0670, 1.3698, -1.4062], [-1.4015, 0.6482, -0.0961], [-0.5939, 1.9873, 0.6414], [-0.5648, 0.4924, 1.4830], [1.6851, 0.7789, 0.4472], [0.1722, -1.1775, -1.3010], [0.6724, -1.5182, 0.3449], [3.3710, -3.0044, -1.4026], [1.8082, -3.0904, -1.9561], [2.1024, -3.2356, -0.1777], [1.9143, 0.9900, -1.8035], [0.3986, 1.1609, -2.1340], [2.6575, -4.4808, -6.4885], [1.6508, -3.8830, -5.4743], [1.3434, -4.9668, -4.4014], [0.8132, -6.1024, -5.1419], [0.4651, -7.2343, -4.3468], [2.2703, -2.7626, -4.7957], [3.4339, -5.1059, -6.0473], [3.2103, -3.7355, -7.0602], [2.1473, -5.1330, -7.1974], [0.7346, -3.5681, -5.9738], [0.6339, -4.5191, -3.7055], [2.2266, -5.2175, -3.8139], [1.3153, -7.5369, -3.7355], [0.1258, -8.0953, -4.9227], [-0.4266, -6.9150, -3.8073], [3.0724, -3.0322, -4.2442], [2.5673, -2.0608, -5.4585], [3.7650, 4.4199, -1.5578], [4.3566, 3.0545, -1.3768], [5.9405, 2.8722, -1.4228], [6.5434, 3.5135, -2.5363], [7.9460, 3.5015, -2.4335], [3.7950, 2.4168, -0.2081], [3.9853, 4.7916, -2.5585], [4.0809, 5.1428, -0.8057], [2.6815, 4.3273, -1.4836], [4.0087, 2.4878, -2.2404], [6.2039, 1.8148, -1.4472], [6.3408, 3.2536, -0.4835], [8.2257, 4.1138, -1.5762], [8.3630, 3.9805, -3.3194], [8.4553, 2.5442, -2.3229], [2.8225, 2.2475, -0.4219], [4.2696, 1.5276, -0.1427], [-9.1486, 1.6409, 1.4410], [-8.8208, 1.0090, 0.0637], [-7.4995, 1.4692, -0.6113], [-7.4152, 2.8829, -0.6097], [-6.1400, 3.3673, -1.0490], [-8.9300, -0.4280, 0.1604], [-10.0632, 1.2419, 1.8795], [-9.2463, 2.7084, 1.2432], [-8.3168, 1.4903, 2.1291], [-9.6509, 1.4066, -0.5204], [-7.5838, 1.0530, -1.6152], [-6.6733, 1.0808, -0.0159], [-6.0700, 4.4542, -1.0068], [-6.0180, 3.1617, -2.1125], [-5.2571, 2.9551, -0.5604], [-9.2359, -0.6998, -0.7630], [-9.7940, -0.6153, 0.6488], [5.6626, -0.4074, -3.6916], [6.2140, -1.8218, -3.9406], [6.6887, -2.5308, -2.6375], [7.9504, -2.0124, -2.2019], [8.2852, -2.4075, -0.9404], [5.1340, -2.5284, -4.5743], [4.7423, -0.3349, -3.1121], [5.4931, 0.1150, -4.6331], [6.3798, 0.2601, -3.2140], [7.0705, -1.6568, -4.5942], [6.8448, -3.5742, -2.9117], [5.8697, -2.5252, -1.9182], [7.7932, -1.7656, -0.2097], [9.3553, -2.3201, -0.7524], [7.9648, -3.4395, -0.7970], [4.9051, -1.9489, -5.3691], [5.5044, -3.3284, -5.0671], [0.4191, 1.9172, 4.0619], [1.7504, 2.1818, 4.7009], [2.0100, 3.6666, 5.0108], [1.7136, 4.4410, 3.8654], [2.7917, 4.5922, 2.9180], [1.8344, 1.2925, 5.8874], [0.3985, 0.8949, 3.6842], [0.2247, 2.5371, 3.1866], [-0.4536, 1.8845, 4.7142], [2.4459, 1.8364, 3.9360], [3.0317, 3.8985, 5.3113], [1.3699, 3.9074, 5.8595], [3.2087, 3.6314, 2.6162], [3.5931, 5.2623, 3.2293], [2.3631, 5.1423, 2.0803], [1.1384, 1.6067, 6.5484], [2.6859, 1.5626, 6.3588], [-4.0176, -4.3607, -2.9651], [-4.1060, -4.6980, -4.4276], [-2.7469, -4.8970, -5.1675], [-2.9776, -5.0080, -6.6133], [-1.8146, -5.2004, -7.3463], [-4.9868, -5.8813, -4.5893], [-4.9856, -4.1307, -2.5201], [-3.4112, -3.4799, -2.7538], [-3.6064, -5.1717, -2.3640], [-4.6282, -3.9182, -4.9819], [-2.1339, -5.7494, -4.8749], [-2.1349, -4.0047, -5.0361], [-1.1084, -4.3882, -7.1738], [-2.0748, -5.2377, -8.4041], [-1.3657, -6.1327, -7.0035], [-4.9727, -6.1496, -5.5629], [-4.4721, -6.5692, -4.0582], [-3.5914, 6.9671, 0.4107], [-3.8805, 7.3026, -1.0509], [-4.7414, 8.5487, -1.3507], [-6.0327, 8.5012, -0.7749], [-6.9675, 7.9033, -1.5669], [-2.6582, 7.2847, -1.7744], [-2.9469, 7.7338, 0.8409], [-2.9993, 6.0533, 0.4614], [-4.4538, 6.8318, 1.0634], [-4.3593, 6.4081, -1.4493], [-4.7791, 8.7167, -2.4270], [-4.2031, 9.4149, -0.9660], [-7.0420, 8.3096, -2.5756], [-7.9512, 8.1534, -1.1696], [-6.8231, 6.8234, -1.6007], [-1.9547, 6.7056, -1.3387], [-2.2045, 8.1738, -1.9284], [7.2768, -8.6872, -2.4719], [7.1384, -7.9274, -1.1254], [5.6289, -7.6073, -0.9641], [5.3319, -6.4968, -1.8447], [3.9938, -6.1409, -2.0008], [7.5574, -8.8227, -0.0505], [8.3295, -8.5684, -2.7286], [6.7200, -8.2113, -3.2791], [6.9797, -9.7303, -2.3627], [7.6161, -6.9495, -1.0651], [5.4277, -7.3306, 0.0708], [4.9946, -8.4722, -1.1584], [3.4798, -5.9163, -1.0662], [3.3742, -6.9527, -2.3817], [3.9448, -5.2647, -2.6473], [7.8438, -8.3120, 0.7725], [8.3996, -9.3089, -0.3232], [-3.0371, -2.8254, 3.5135], [-2.7748, -1.3823, 3.1153], [-3.4640, -0.3222, 4.0421], [-3.3118, 1.0157, 3.4913], [-4.3634, 1.4785, 2.5981], [-1.3410, -1.1840, 3.2278], [-4.0876, -2.9569, 3.2544], [-2.8383, -2.9166, 4.5813], [-2.5057, -3.5696, 2.9204], [-3.0773, -1.2621, 2.0750], [-2.9283, -0.2348, 4.9874], [-4.5199, -0.4878, 4.2565], [-5.0872, 0.6985, 2.3617], [-3.8179, 1.7239, 1.6869], [-4.8269, 2.3948, 2.9637], [-1.0300, -1.3662, 4.1713], [-1.1341, -0.2039, 3.0983], [4.3723, 0.1544, 2.4371], [5.0878, -0.8727, 1.5700], [4.8901, -2.4392, 1.8410], [5.7367, -3.1345, 0.9340], [5.6213, -4.5462, 0.9739], [4.8786, -0.4997, 0.2116], [4.6906, 1.1654, 2.1832], [4.6142, -0.0935, 3.4706], [3.2919, 0.0789, 2.3142], [6.1762, -0.8377, 1.6167], [3.8711, -2.7422, 1.6002], [4.9622, -2.8555, 2.8458], [6.1742, -5.0397, 0.1747], [4.5955, -4.9113, 1.0254], [5.9900, -4.9142, 1.9314], [3.8933, -0.5179, -0.0096], [5.0470, -1.3562, -0.2965]],
  "atomic_forces_ev_per_a": [[-0.1, -0.1, 0.3], [0.6, -0.3, 0.6], [0.2, -1.7, 1.0], [-0.1, 1.3, -1.1], [-1.2, -0.9, 0.5], [0.2, -0.9, -0.1], [1.1, 1.6, 1.0], [0.1, -2.2, -0.6], [0.8, 0.2, -0.3], [0.2, 0.0, -0.6], [-0.3, -0.2, -0.4], [-0.1, 0.7, -0.4], [0.3, 0.0, 0.2], [-0.4, 0.3, 0.3], [-0.1, 0.6, 0.2], [0.0, 0.0, -0.5], [0.5, 0.2, 0.5], [-0.6, -0.4, -0.3], [0.0, 0.6, -0.8], [-0.1, 0.1, 0.3], [0.2, 0.5, -0.3], [-0.7, -0.1, 0.4], [0.1, 0.0, 0.2], [-0.5, 0.1, -0.2], [0.3, 0.5, 0.0], [-0.3, -2.2, 0.4], [-0.7, 1.5, -0.6], [-0.3, -0.1, 0.0], [0.3, -1.2, -0.7], [-1.0, 0.7, 1.4], [0.8, 0.9, -0.7], [-0.4, -0.5, 0.1], [0.0, -0.8, 0.5], [0.1, 0.5, -0.2], [-0.3, 0.3, 0.1], [0.2, -0.1, 0.2], [-0.1, -0.2, 0.3], [0.3, -0.6, 0.1], [0.1, 0.1, 0.4], [-0.2, 0.1, -0.4], [-0.2, 0.1, -0.2], [0.7, 0.2, 0.3], [-0.3, 0.6, -0.6], [0.0, 0.1, 0.3], [-0.5, 0.0, -0.4], [0.4, 0.0, -0.1], [0.8, 0.7, 0.0], [0.1, -0.7, -0.5], [0.1, 0.7, 0.6], [-0.9, -0.3, -1.0], [-0.7, -0.4, 0.4], [-0.9, -0.3, -0.5], [0.3, 0.0, -0.3], [0.5, 0.5, 0.1], [-0.2, -1.0, 0.0], [0.4, 0.4, 0.5], [0.2, -0.1, 1.1], [0.2, 0.2, 0.5], [0.3, 0.8, -0.1], [-0.1, 0.0, 0.5], [-0.1, 0.2, -0.1], [0.9, -0.4, -0.3], [0.5, 0.2, 0.4], [0.0, -0.5, -0.4], [0.5, -0.1, -0.2], [-0.2, -0.2, 0.5], [-0.2, 0.2, 0.0], [-0.3, 0.1, -0.1], [-0.2, 0.1, -0.1], [0.4, -0.5, -0.2], [-0.5, 0.4, -0.4], [-0.7, -0.1, -0.2], [0.4, 0.0, 0.0], [-0.4, -0.2, 0.3], [-0.2, -0.2, 1.0], [0.1, -0.3, -0.6], [0.7, 1.4, -1.1], [-1.0, -0.3, 0.4], [0.0, 0.4, -0.9], [-0.3, -0.4, 0.2], [-0.6, 1.0, -0.9], [0.0, 0.0, -0.2], [0.3, -0.1, 0.1], [-0.1, 0.1, -0.4], [0.4, 0.2, 0.1], [-0.3, -0.1, -0.1], [-0.2, 0.2, -0.4], [0.1, 0.1, 0.4], [0.6, 0.1, 0.4], [0.1, 0.1, 0.7], [0.0, -0.6, -0.2], [0.3, -0.3, 0.1], [0.1, 0.1, 0.3], [0.5, -0.3, 0.0], [0.1, 0.1, 0.6], [-0.3, -0.6, 0.4], [0.4, -1.3, 0.4], [-2.1, 1.9, 0.2], [2.0, 1.1, -1.6], [-0.7, -0.9, 0.2], [-1.9, 0.1, 1.6], [-0.1, 0.0, 0.4], [-0.1, 1.0, 0.0], [0.6, -1.9, 0.9], [-1.0, 0.7, -0.8], [-0.3, 0.3, -0.5], [0.6, -0.4, 0.0], [0.2, -0.5, 0.2], [0.3, 0.3, -0.3], [0.1, -0.2, 0.4], [-0.4, -0.2, -0.1], [0.9, -0.3, -0.3], [0.2, -0.4, 0.1], [0.2, -0.1, -0.6], [-0.4, 0.2, 0.2], [-0.2, 0.5, -0.6], [0.8, -0.4, 0.3], [0.9, -0.1, -0.6], [0.0, 0.7, 0.5], [0.0, -0.1, 0.0], [1.0, 0.4, 0.0], [-0.8, -1.7, -0.1], [-0.8, 1.9, 1.0], [0.0, -1.3, -0.1], [0.4, 0.4, -0.9], [0.4, 0.5, 0.1], [0.1, -0.4, -0.2], [0.2, 0.2, -0.2], [0.0, -0.3, -0.4], [-0.1, 0.1, 0.4], [0.0, -0.2, -0.4], [0.1, -0.3, 0.2], [0.4, 0.5, 0.5], [-0.7, 0.1, 0.2], [-0.1, 0.1, 0.1], [0.5, 0.1, -0.3], [-0.6, -0.1, -0.2], [-0.5, -0.5, -0.6], [2.0, -1.1, 0.4], [-0.9, 0.1, -1.5], [0.6, 0.2, 0.3], [-0.3, 1.1, 0.0], [-1.2, 0.5, 0.6], [-0.1, 0.0, 0.5], [-0.3, 0.4, 0.0], [0.0, 0.0, -0.1], [0.0, -0.1, 0.1], [-0.5, -0.3, 0.2], [0.2, -0.2, -0.3], [-0.2, 0.0, 0.4], [0.4, 0.3, -0.6], [0.1, -0.3, 0.9], [0.2, 0.0, -0.2], [0.1, 0.0, 0.0], [0.2, 0.5, -0.2], [1.1, -0.7, -1.2], [-1.3, 0.5, 0.4], [-0.4, -0.5, 0.0], [0.3, 1.0, 0.0], [0.7, 0.2, 0.6], [0.1, 0.2, 0.1], [0.1, 0.0, 0.0], [-0.1, 0.0, 0.0], [0.0, -0.2, -0.6], [-0.3, -0.3, 0.0], [0.2, 0.3, 0.2], [0.3, 0.1, 0.2], [-0.2, 0.0, -0.1], [-0.5, -0.5, 0.0], [-0.2, 0.0, 0.1], [-0.1, -0.4, 0.4], [1.3, 0.2, -0.8], [-0.9, 1.7, 1.1], [-1.1, 0.0, 1.2], [0.6, 0.3, 0.1], [-0.4, 0.0, -1.0], [-0.1, -0.5, -0.8], [0.0, 0.0, -0.2], [-0.1, 0.0, 0.4], [0.0, 0.0, 0.2], [0.0, 0.1, -0.7], [0.7, 0.0, -0.3], [0.3, -0.4, -0.3], [-0.4, 0.0, 0.5], [0.0, -0.3, -0.3], [-0.2, -0.3, 0.5], [0.5, -0.7, -0.5], [0.0, -0.1, 0.7], [0.6, 0.7, 0.2], [0.4, 1.7, 1.6], [0.3, 0.1, -1.5], [-1.2, 0.8, -2.1], [0.0, -0.3, 1.5], [0.3, -0.7, -0.6], [-0.1, -0.5, 0.1], [-0.2, -0.2, -0.3], [0.2, -0.3, 0.3], [0.4, -0.4, 0.0], [0.0, -0.4, 0.1], [0.2, 0.4, 0.5], [-0.2, -0.2, 0.3], [0.1, 0.0, -0.4], [0.1, -0.2, 0.4], [-0.6, 0.3, -0.1], [0.1, -0.7, 0.2], [-0.9, -0.5, -0.8], [0.1, -0.6, 0.1], [0.0, -0.6, -0.7], [0.3, 0.7, -0.2], [-0.7, 0.2, 0.2], [1.0, 1.1, -0.8], [0.5, -0.2, -0.1], [-0.1, 0.3, 0.2], [0.0, 0.7, 0.3], [0.5, 0.0, 0.2], [0.3, -0.4, 0.2], [-0.3, 0.6, -0.2], [-0.1, 0.0, -0.2], [0.2, -0.1, 0.8], [-0.1, -0.5, -0.2], [-0.3, -0.3, -0.1], [0.6, -0.4, 0.2], [0.3, 0.4, 0.6], [-0.3, -0.7, -1.6], [-0.3, 0.8, -1.2], [-1.5, 0.4, 1.7], [0.3, -0.2, 0.3], [0.7, 0.6, 0.6], [-0.2, -0.2, -0.3], [0.2, 0.0, -0.2], [0.1, -0.2, -0.1], [0.2, 0.4, 0.1], [-0.2, -0.3, 0.4], [0.2, 0.2, 0.2], [0.2, 0.1, -0.1], [0.0, -0.1, 0.1], [0.5, -0.2, -0.3], [0.0, -0.2, -0.2], [-0.3, -0.8, -0.1], [-0.1, 0.5, 0.4], [-0.8, -1.0, 0.5], [0.9, -0.5, 0.4], [1.6, 1.1, 0.6], [-1.6, -0.5, -0.6], [1.3, 0.9, -1.3], [0.0, 0.3, 0.1], [-0.1, -0.2, -0.1], [-0.2, 0.1, -0.2], [-1.0, 0.0, 0.0], [-0.2, -0.2, -0.3], [-0.1, 0.2, 0.4], [0.6, 0.0, -0.4], [0.0, -0.4, 0.4], [-0.2, -0.2, -0.2], [0.0, 0.0, 0.3], [-0.2, 0.4, 0.1], [1.0, 1.3, 0.5], [-2.1, -0.7, -0.5], [0.2, 0.9, 0.0], [0.8, -0.7, 0.4], [-0.6, -0.3, 0.5], [0.2, 0.0, 0.1], [0.1, -0.6, -0.4], [-0.2, 0.0, 0.2], [0.1, 0.1, 0.1], [0.4, 0.0, -0.5], [-0.1, 0.3, 0.2], [0.0, -0.2, -0.4], [0.2, 0.4, 0.5], [0.1, -0.3, -0.6], [0.1, -0.1, 0.0], [-0.2, 0.2, 0.2], [0.1, -0.2, -0.2], [-1.2, 0.7, -0.3], [0.8, 0.2, 1.0], [-0.1, 0.8, -1.0], [-0.8, -0.4, 0.0], [1.6, -0.5, 0.0], [0.5, 0.2, -1.0], [-0.3, -0.5, 0.6], [-0.2, -0.4, 0.0], [0.4, 0.3, 0.2], [-0.1, 0.4, -0.1], [0.1, -0.5, 0.1], [-0.2, -0.3, -0.1], [-0.1, 0.0, 0.2], [-0.3, 0.1, -0.3], [-0.1, -0.2, 0.3], [0.0, 0.0, 0.4], [0.0, 0.2, 0.0], [0.5, -1.2, 0.7], [1.1, -1.2, 0.8], [-1.3, 0.4, -0.7], [0.3, 0.0, -0.4], [-0.2, 0.0, 1.1], [-0.9, -1.0, -1.7], [0.0, -0.1, 0.0], [-0.2, 0.4, 0.3], [-0.1, 0.0, -0.1], [0.3, 0.5, 0.9], [-0.6, 0.2, -0.3], [0.8, 0.6, 0.5], [-0.1, 0.5, -0.2], [-0.5, 0.2, -0.6], [0.6, 0.0, 0.3], [-0.9, 0.6, 0.4], [1.1, -0.2, -0.7]],
  "mulliken_charge": [0.2248, -0.7146, 0.5618, 1.5786, 0.6615, 0.6961, -1.0174, -0.5250, -0.5191, -0.4616, -0.2644, 0.6117, -1.3733, 0.9978, 0.2054, -1.4568, -0.4523, -0.3943, 0.0388, 0.3341, 0.4305, 0.3343, 0.1908, 0.1886, -0.4841, -0.3958, -0.2761, -0.3029, -0.0641, -0.4876, 1.0706, -0.4178, -0.9545, -0.0609, 0.2431, 0.3879, -0.2630, 0.6350, -0.2375, 0.6680, 0.0744, -0.2131, 0.7311, -0.2627, -0.5514, 0.4185, 0.2352, 0.3951, -0.5355, -0.5405, -0.0036, -0.7064, 0.3720, -1.0009, -0.4274, -0.5879, -0.7467, 0.2816, 0.0032, 0.3827, 0.1249, 0.2550, 0.3099, 0.3694, -0.0853, 0.5923, 0.3796, 0.6336, -0.0046, 0.2664, 0.3970, 0.1018, -1.3737, 0.4979, -0.0123, -0.9608, -0.4809, 0.8408, -1.0006, 0.1752, -0.9504, 0.1356, 0.3145, 0.4708, 0.2653, -0.1264, 0.5514, 0.3927, 0.2885, -0.3225, -0.1924, 0.3657, 0.3957, 0.2990, 0.1465, 0.3991, 0.1158, -0.4337, -0.2202, -0.8328, -0.3923, -0.6084, -0.6554, -0.3083, -0.8016, -0.1484, 0.0165, 0.3845, 0.2028, 0.2841, 0.3388, 0.4211, 0.3649, 0.2948, 0.3289, 0.4222, 0.3989, 0.2591, 0.3319, 0.3193, -0.3101, 2.5619, -0.9309, 1.1735, -0.1238, 1.2923, 0.2872, -0.5334, -0.5678, -0.5822, -0.3943, 0.2114, -0.6890, 0.1255, 0.3354, -0.5530, -0.9716, -1.7079, 0.3912, 0.9531, -0.4306, -0.4289, 0.7695, 0.2162, 0.4786, 0.3773, 0.1020, 0.3066, -0.6778, 0.0920, 0.3147, 0.0427, -0.8744, 0.3350, -1.3936, 1.8881, -0.8168, -0.3339, -0.8241, 0.0150, 0.3759, 0.3642, -0.1329, -0.5139, 0.0967, 0.5485, 0.3599, 0.2887, 0.2675, -0.3560, 0.0291, -1.3079, 0.2223, -0.2359, -0.4317, 0.0516, -0.7351, 0.4360, 0.3123, 0.2322, 0.2715, 0.2210, 0.1782, -0.0406, 0.1556, 0.0446, 0.2793, 0.2955, -1.5758, -0.1422, 0.3140, -0.4915, -0.0907, -0.3503, 0.0767, 0.6708, 0.3392, 0.3947, 0.2797, -0.4135, 0.0094, 0.3583, -0.0743, 0.2974, 0.2595, 1.2972, 1.3406, -0.8454, -0.2404, -0.4671, -0.2107, -0.6028, 0.5455, -1.0014, -0.6582, 0.4043, 0.2532, 0.2190, 0.3397, 0.0526, -0.3836, 0.4317, -0.9015, 0.4426, 0.4290, -0.4403, -0.3843, -0.8034, 0.4028, 0.0809, -0.0644, 0.3666, -0.1924, -0.2044, 0.0802, 0.3455, 0.1935, 0.3350, 0.2862, -1.6928, 2.2146, -1.0434, -0.3682, -0.4735, -0.3569, 0.3057, 0.1632, 0.5871, -0.6247, 0.3990, 0.4156, 0.2949, 0.2717, 0.0715, -0.2327, 0.2914, -1.4647, 0.7767, -0.3778, -0.4543, 0.0299, -0.6776, 0.4326, 0.3101, 0.3898, 0.1235, -0.4639, 0.5678, 0.0788, 0.3407, -0.2742, 0.2415, 0.2553, -1.4531, 0.9290, -0.7170, -0.1468, -0.9485, 0.7988, 0.5217, 0.2709, -0.0278, 0.4772, -0.5264, 0.5829, 0.6239, 0.0811, 0.4208, -0.2582, -1.0453, -1.2856, 0.1578, -0.0972, -0.2143, -0.7058, 0.4310, 0.2788, 0.6685, -0.0993, 0.3389, -0.3481, 0.6575, -0.0062, 0.3540, 0.4606, -0.1315, -0.6031],
  "e_homo_ev": -8.0,
  "e_lumo_ha": 0.0155,
  "total_charge": 0,
  "multiplicity": 1,
  "gap_ev": 8.4
}